Below is a cluster of 9 separate species, C41H98BFN9O14P2Si in total in a non-equilibrium geometry, with properties calculated with ωB97M-V/def2-TZVPD.

Element x y z (Å)
1 C -0.948 -6.624 1.663
2 C -0.832 -5.129 1.135
3 O -0.783 -4.252 2.270
4 P 0.581 -3.274 2.316
5 O 1.596 -3.997 3.209
6 C 0.062 -1.701 3.225
7 C -1.063 -1.045 2.340
8 P -2.119 0.379 3.065
9 C -0.888 0.833 4.489
10 C -1.081 0.201 5.913
11 C 0.095 0.840 6.794
12 F 1.355 0.355 6.419
13 C -1.273 1.767 2.020
14 C 0.213 1.605 1.620
15 O 0.812 2.943 1.564
16 Si 2.518 2.899 1.581
17 C 3.111 3.573 3.266
18 C 3.089 4.201 0.279
19 C 3.307 1.252 1.069
20 C -3.511 0.205 1.714
21 C -3.192 -0.513 0.401
22 C -3.457 -2.064 0.197
23 N -2.791 0.028 -0.716
24 B -3.181 -0.815 4.188
25 O -2.862 -2.160 4.575
26 O -4.402 -0.307 4.797
27 O 1.191 -2.876 0.808
28 C 2.366 -3.654 0.506
29 C 3.685 -3.032 1.112
30 H -1.670 -6.712 2.505
31 H -1.239 -7.280 0.800
32 H 0.077 -6.915 1.989
33 H 0.064 -5.107 0.480
34 H -1.790 -4.933 0.590
35 H 0.997 -1.105 3.335
36 H -0.259 -2.086 4.212
37 H -0.658 -0.900 1.309
38 H -1.779 -1.913 2.225
39 H -2.965 1.456 3.615
40 H -1.076 1.929 4.697
41 H 0.199 0.817 4.250
42 H -1.982 0.570 6.474
43 H -0.896 -0.889 6.024
44 H -0.110 0.788 7.888
45 H 0.083 1.927 6.516
46 H -1.334 2.701 2.650
47 H -1.850 2.068 1.106
48 H 0.840 0.893 2.199
49 H 0.251 1.245 0.549
50 H 2.321 4.288 3.623
51 H 4.024 4.206 3.114
52 H 3.273 2.799 4.050
53 H 2.514 5.149 0.469
54 H 2.824 3.847 -0.754
55 H 4.179 4.416 0.355
56 H 2.970 0.890 0.074
57 H 4.420 1.388 1.057
58 H 3.114 0.511 1.894
59 H -4.411 -0.319 2.156
60 H -3.902 1.229 1.460
61 H -2.478 -2.590 0.112
62 H -4.078 -2.432 1.043
63 H -3.984 -2.164 -0.778
64 H -2.711 1.038 -0.545
65 H -2.646 -2.243 5.508
66 H -4.289 -0.457 5.745
67 H 2.231 -4.710 0.859
68 H 2.493 -3.727 -0.602
69 H 4.540 -3.028 0.404
70 H 3.899 -3.618 2.041
71 H 3.445 -1.998 1.453
72 C 0.715 -1.307 -4.372
73 O 1.512 -1.075 -5.265
74 N -0.610 -1.052 -4.424
75 C -1.503 -1.359 -3.316
76 C -1.160 -0.452 -5.623
77 H 1.028 -1.762 -3.418
78 H -2.266 -2.061 -3.658
79 H -1.980 -0.441 -2.976
80 H -0.957 -1.803 -2.485
81 H -0.961 -1.104 -6.478
82 H -0.677 0.511 -5.801
83 H -2.234 -0.307 -5.514
84 C -2.110 -5.221 -2.818
85 O -2.751 -4.284 -2.391
86 N -2.429 -6.527 -2.643
87 C -1.615 -7.596 -3.184
88 C -3.624 -6.864 -1.890
89 H -1.186 -5.076 -3.402
90 H -2.218 -8.196 -3.869
91 H -1.260 -8.228 -2.366
92 H -0.756 -7.193 -3.721
93 H -4.493 -6.421 -2.377
94 H -3.542 -6.451 -0.881
95 H -3.746 -7.938 -1.837
96 C 7.240 0.802 0.832
97 O 6.644 1.651 1.459
98 N 8.120 -0.084 1.362
99 C 8.797 -1.075 0.552
100 C 8.388 -0.033 2.788
101 H 7.105 0.680 -0.255
102 H 8.544 -2.073 0.918
103 H 9.877 -0.925 0.625
104 H 8.496 -0.992 -0.491
105 H 7.458 -0.190 3.337
106 H 8.782 0.952 3.047
107 H 9.110 -0.799 3.064
108 C 4.382 6.742 -2.219
109 O 4.856 7.206 -1.203
110 N 3.471 7.360 -3.009
111 C 2.947 6.744 -4.214
112 C 3.006 8.681 -2.635
113 H 4.669 5.745 -2.590
114 H 3.181 7.377 -5.072
115 H 1.864 6.643 -4.125
116 H 3.384 5.759 -4.368
117 H 3.856 9.365 -2.589
118 H 2.544 8.635 -1.646
119 H 2.281 9.046 -3.361
120 C -5.407 -9.415 -4.324
121 O -4.954 -8.934 -3.305
122 N -6.329 -8.822 -5.118
123 C -6.829 -9.452 -6.322
124 C -6.830 -7.510 -4.746
125 H -5.092 -10.405 -4.692
126 H -6.606 -8.816 -7.182
127 H -7.911 -9.582 -6.239
128 H -6.364 -10.426 -6.470
129 H -5.998 -6.804 -4.697
130 H -7.296 -7.566 -3.760
131 H -7.560 -7.163 -5.475
132 C 0.964 8.403 -7.134
133 O 1.151 7.251 -6.808
134 N 0.019 9.218 -6.602
135 C -0.150 10.588 -7.040
136 C -0.848 8.697 -5.560
137 H 1.568 8.893 -7.915
138 H 0.002 11.260 -6.191
139 H -1.162 10.720 -7.430
140 H 0.567 10.836 -7.821
141 H -0.241 8.371 -4.713
142 H -1.397 7.835 -5.944
143 H -1.549 9.462 -5.234
144 C -5.039 1.385 -2.905
145 O -4.699 1.542 -4.064
146 N -6.103 1.990 -2.316
147 C -6.445 1.752 -0.928
148 C -6.916 2.897 -3.101
149 H -4.491 0.718 -2.222
150 H -7.455 1.338 -0.871
151 H -6.410 2.697 -0.380
152 H -5.746 1.051 -0.472
153 H -7.332 2.363 -3.958
154 H -6.294 3.715 -3.471
155 H -7.726 3.300 -2.494
156 C 5.912 0.542 9.547
157 O 6.393 0.994 10.568
158 N 4.991 1.167 8.777
159 C 4.458 0.566 7.568
160 C 4.522 2.480 9.176
161 H 6.200 -0.447 9.157
162 H 4.682 1.213 6.717
163 H 3.377 0.459 7.665
164 H 4.899 -0.415 7.395
165 H 5.368 3.168 9.223
166 H 4.069 2.418 10.168
167 H 3.788 2.851 8.463

Results
HOMO   -4.00 eV
Gap between HOMO and LUMO   5.62 eV
LUMO   1.63 eV
Net charge   -1